1.
{"formula": "C15H9ClO6", "method": "ωB97M-V/def2-TZVPD", "homo_lumo_gap_ev": 8.16, "smiles": "O=c1oc2cc(O)cc(O)c2cc1Oc1ccc(Cl)cc1O", "mol_weight_g_mol": 320.68, "max_force_ev_per_a": 5.62, "de_lowest_kj_mol": 209.0, "elements": ["O", "C", "O", "C", "C", "C", "O", "C", "C", "O", "C", "C", "C", "O", "C", "C", "C", "C", "Cl", "C", "C", "O", "H", "H", "H", "H", "H", "H", "H", "H", "H"], "coordinates": [[-0.57592, -1.16501, 2.03106], [-0.27923, -0.19306, 1.42177], [-0.67940, 1.03365, 1.62342], [-0.11874, 2.18382, 1.08803], [-0.25130, 3.45356, 1.75823], [0.41859, 4.53044, 1.23161], [0.18554, 5.68349, 1.92385], [1.12243, 4.37912, 0.03616], [1.26610, 3.19088, -0.54483], [2.27066, 3.17974, -1.42494], [0.70876, 2.04902, -0.03577], [0.90599, 0.69868, -0.61393], [0.44255, -0.39098, 0.15667], [0.83095, -1.56682, -0.30217], [-0.05532, -2.60777, -0.50471], [0.59799, -3.76564, -0.35076], [0.04930, -4.99141, -0.81830], [-1.28535, -5.08090, -1.25865], [-2.05128, -6.59611, -1.50712], [-2.04984, -3.87389, -1.16178], [-1.38566, -2.63567, -0.92694], [-2.04691, -1.46247, -1.17992], [-0.90095, 3.40551, 2.72978], [-0.56316, 5.49778, 2.58282], [1.65392, 5.33394, -0.36555], [2.86009, 3.75465, -1.01834], [1.43881, 0.41243, -1.51883], [1.59082, -3.85004, 0.11388], [0.55464, -5.93761, -0.73796], [-3.18914, -3.99245, -1.38657], [-1.46491, -0.67685, -1.04018]], "atomic_forces_ev_per_a": [[-0.915, -0.476, 1.976], [1.199, -1.893, -3.014], [-0.987, 2.843, 1.671], [0.830, 0.777, 0.205], [-1.447, -4.142, 0.803], [-1.995, -0.321, 0.907], [-0.607, 0.402, 0.492], [0.003, 5.352, 1.719], [0.905, -0.192, 0.395], [-0.604, -2.582, -2.606], [-1.162, -2.256, -0.621], [-1.328, -1.406, 2.880], [1.570, 4.729, -2.505], [-0.645, -0.708, -0.097], [0.059, -0.284, 0.202], [0.701, -4.469, -0.533], [-0.873, 0.185, 0.222], [0.431, 2.897, 1.851], [-0.020, -0.088, -0.275], [-0.850, -0.857, -1.043], [-0.581, 0.176, -0.484], [0.076, 0.522, 0.247], [1.388, 0.543, -1.926], [1.782, 0.437, -1.457], [-0.960, -1.923, 0.584], [2.188, 1.618, 0.317], [-0.006, 0.675, 0.131], [-0.465, 0.518, -0.438], [0.544, 0.031, 0.130], [2.312, 0.866, 0.372], [-0.541, -0.975, -0.102]], "mulliken_charge": [-0.5614, 0.7976, -0.4344, -0.0897, -0.6414, 0.9227, -0.5745, -0.7992, 0.6102, -0.5412, 0.5489, -0.5268, -0.2244, -0.3786, 0.8480, -0.6297, -0.5463, 0.2060, -0.2128, -0.7441, 0.6623, -0.6699, 0.1958, 0.3139, 0.3452, 0.3157, 0.4528, 0.3519, 0.3789, 0.2636, 0.3606]}

=====

2.
{"formula": "C39H44NO5PS2SbV", "method": "ωB97M-V/def2-TZVPD", "total_charge": 1, "homo_lumo_gap_ev": [6.99, 7.33], "mol_weight_g_mol": 874.60, "max_force_ev_per_a": 2.08, "multiplicity": 2, "elements": ["V", "O", "C", "O", "C", "C", "C", "C", "C", "C", "S", "H", "H", "H", "H", "O", "S", "O", "O", "C", "C", "C", "C", "C", "C", "P", "C", "C", "C", "C", "C", "C", "C", "C", "C", "C", "C", "C", "H", "H", "H", "H", "H", "H", "H", "H", "H", "H", "H", "H", "H", "H", "C", "C", "C", "Sb", "C", "C", "C", "C", "C", "C", "H", "H", "H", "H", "H", "H", "H", "H", "H", "H", "H", "H", "H", "H", "H", "H", "H", "H", "H", "H", "H", "C", "C", "C", "N", "C", "C", "H", "H", "H", "H", "H"], "coordinates": [[-0.29600, 0.24521, 0.38967], [-3.61414, -3.38500, 1.73756], [-2.88567, -1.03996, 1.26074], [-1.61338, -0.48127, 1.10034], [-3.79164, -0.72536, 0.11559], [-4.94026, -1.48323, -0.11246], [-5.82995, -1.16291, -1.12323], [-5.57811, -0.06628, -1.93171], [-4.43563, 0.68523, -1.72579], [-3.52344, 0.38320, -0.71091], [-2.12262, 1.48471, -0.61821], [-5.13416, -2.34211, 0.51056], [-6.71246, -1.76957, -1.27616], [-6.26853, 0.20690, -2.71932], [-4.23850, 1.54619, -2.35462], [2.43472, -0.52321, 0.30882], [1.86556, -1.59278, -0.58677], [0.65330, 1.23725, -0.93085], [0.30426, -1.35674, -0.73377], [1.89120, -3.00920, 0.50442], [2.34500, -4.22266, 0.02248], [2.47073, -5.29667, 0.89657], [2.14764, -5.14052, 2.23399], [1.68618, -3.91634, 2.70587], [1.55131, -2.83559, 1.84610], [0.90494, -1.23782, 2.45930], [2.01031, -0.77383, 3.81671], [1.74606, -1.12568, 5.13874], [2.62201, -0.75112, 6.14834], [3.76846, -0.03198, 5.84186], [4.04250, 0.31345, 4.52486], [3.16602, -0.05183, 3.51437], [-0.69777, -1.68883, 3.17054], [-1.42536, -2.59102, 2.48914], [-2.81443, -2.30583, 2.09778], [-3.41257, -1.01932, 2.69161], [-2.66323, -0.35983, 3.76696], [-1.36286, -0.61370, 3.92464], [2.60997, -4.32855, -1.02276], [2.83278, -6.24962, 0.53413], [2.26173, -5.97080, 2.91833], [1.42748, -3.80670, 3.75289], [0.85814, -1.69721, 5.38193], [2.41092, -1.02672, 7.17334], [4.45288, 0.25470, 6.62961], [4.94257, 0.86398, 4.28382], [3.38585, 0.20198, 2.48413], [-0.96060, -3.42623, 1.97584], [-3.83988, -3.87164, 2.53810], [-4.49407, -0.96993, 2.70623], [-3.18337, 0.33546, 4.41456], [-0.78240, -0.06833, 4.65940], [1.67856, 3.47475, -4.58201], [1.18614, 3.13349, -3.17778], [0.01486, 4.01610, -2.74372], [0.62842, 1.11611, -2.84614], [2.16836, -0.13588, -3.60623], [3.51049, 0.38051, -3.09151], [2.09214, -0.19608, -5.13119], [-1.24098, 0.65023, -3.75778], [-1.26429, 1.09682, -5.21869], [-1.57400, -0.82361, -3.56785], [1.91814, 4.53968, -4.63090], [0.92113, 3.28378, -5.34326], [2.58131, 2.92948, -4.85739], [2.00633, 3.24259, -2.46322], [-0.81943, 3.94331, -3.44614], [0.33112, 5.06158, -2.72161], [-0.35867, 3.75524, -1.75280], [1.96695, -1.12544, -3.19892], [3.73255, 1.37508, -3.48601], [4.30912, -0.28574, -3.42613], [3.55384, 0.43245, -2.00255], [2.14059, 0.78498, -5.60462], [1.19379, -0.70291, -5.48060], [2.94833, -0.77069, -5.49381], [-1.92373, 1.26411, -3.17526], [-0.58839, 0.52646, -5.85416], [-1.03839, 2.15664, -5.34001], [-2.27491, 0.93892, -5.60383], [-0.88203, -1.46816, -4.11631], [-2.57930, -1.01041, -3.95393], [-1.56007, -1.12481, -2.52075], [0.50123, 4.33098, 2.80234], [1.51589, 3.61899, 2.18237], [1.21481, 2.39238, 1.62793], [-0.02909, 1.89037, 1.61823], [-1.00426, 2.57262, 2.23302], [-0.77315, 3.78716, 2.84558], [0.70018, 5.29636, 3.24947], [2.52961, 3.99023, 2.13887], [1.97499, 1.79167, 1.14315], [-1.98689, 2.12611, 2.20520], [-1.59282, 4.30224, 3.32566]], "atomic_forces_ev_per_a": [[0.855, 0.718, -1.595], [-0.011, 0.081, 0.086], [0.457, 0.478, -0.243], [-1.518, -1.151, 0.828], [0.054, 0.038, 0.024], [-0.022, -0.007, -0.026], [0.026, -0.010, 0.022], [0.002, 0.029, 0.004], [0.007, 0.017, -0.053], [0.055, -0.001, -0.022], [0.012, -0.368, 0.061], [0.002, -0.002, 0.010], [0.005, 0.006, 0.012], [0.014, -0.003, -0.003], [-0.005, -0.010, 0.008], [-0.107, -0.239, -0.532], [-0.297, 0.034, 0.339], [0.016, -0.119, -0.280], [0.563, 0.256, 0.261], [-0.022, 0.054, 0.211], [-0.007, -0.027, 0.023], [0.009, -0.009, -0.056], [-0.010, 0.023, 0.034], [-0.028, -0.072, 0.022], [0.081, -0.029, -0.042], [-0.226, -0.188, 0.061], [0.110, 0.009, -0.045], [0.028, 0.006, 0.022], [-0.012, -0.004, -0.030], [0.013, 0.004, -0.007], [-0.033, -0.026, 0.006], [0.000, 0.034, 0.010], [0.087, 0.297, 0.179], [-0.145, -0.136, -0.074], [0.004, -0.220, 0.069], [-0.026, 0.097, 0.130], [-0.109, -0.039, -0.129], [0.118, -0.142, -0.041], [0.009, 0.017, 0.001], [-0.004, 0.009, -0.007], [-0.013, 0.001, -0.002], [0.017, 0.008, -0.010], [-0.001, -0.003, -0.003], [0.002, 0.000, -0.005], [-0.006, 0.000, -0.002], [-0.003, -0.002, 0.005], [-0.010, -0.022, -0.002], [-0.002, 0.060, -0.077], [0.001, -0.045, 0.014], [-0.005, -0.026, 0.038], [-0.014, -0.003, -0.017], [0.002, -0.015, 0.011], [0.025, 0.002, 0.009], [-0.060, 0.178, -0.071], [0.012, 0.059, -0.009], [-0.143, 0.283, 0.483], [0.107, -0.034, 0.135], [0.078, -0.023, -0.040], [0.092, -0.085, -0.006], [-0.080, -0.044, -0.044], [-0.075, -0.012, 0.005], [-0.069, -0.036, -0.056], [-0.006, -0.008, 0.022], [-0.010, -0.005, 0.005], [-0.007, -0.024, 0.013], [0.003, 0.039, 0.018], [0.012, -0.013, 0.001], [-0.005, -0.011, -0.014], [0.022, -0.017, 0.007], [0.031, -0.009, -0.007], [-0.008, -0.012, -0.014], [-0.005, 0.008, 0.001], [-0.061, -0.040, 0.022], [-0.001, 0.034, 0.023], [-0.025, -0.004, 0.019], [-0.013, 0.018, -0.015], [-0.059, -0.027, -0.005], [0.032, -0.017, 0.019], [0.002, 0.013, 0.025], [0.012, -0.007, -0.001], [0.004, 0.008, 0.002], [0.018, -0.015, -0.011], [0.009, 0.044, 0.029], [0.003, 0.045, 0.018], [-0.042, -0.059, 0.171], [0.059, -0.034, -0.133], [0.267, 0.548, 0.285], [0.025, -0.123, -0.036], [-0.014, 0.022, 0.018], [-0.002, -0.013, -0.001], [-0.009, 0.008, 0.013], [-0.034, -0.005, -0.050], [-0.017, 0.002, -0.027], [0.018, 0.008, 0.006]], "mulliken_charge": [0.6737, -0.5394, 1.0549, 0.9756, -1.2097, -0.7461, -0.9766, -0.8235, -0.8984, 1.1909, -0.3237, 0.4735, 0.4129, 0.4304, 0.4700, -0.4503, -0.0325, -0.6619, -0.2735, 1.2156, -0.3271, -0.7443, -0.7736, -0.3109, -1.4881, 1.8779, 0.6850, -0.3046, -0.8414, -0.5361, -0.8304, -0.5085, 0.7961, -1.0525, 0.3015, -0.3640, -1.6294, -0.8973, 0.4967, 0.4055, 0.4353, 0.4627, 0.4436, 0.4306, 0.4039, 0.4624, 0.3532, 0.3766, 0.4112, 0.6214, 0.4343, 0.4475, -1.3643, 0.3948, -1.2384, 0.7766, 0.6980, -1.4242, -1.3511, 0.9705, -1.4070, -1.0907, 0.4697, 0.2165, 0.2921, 0.4355, 0.2651, 0.4888, 0.1475, 0.3748, 0.2975, 0.4936, 0.2449, 0.2448, 0.3255, 0.5064, -0.0968, 0.1961, 0.3352, 0.5105, 0.2787, 0.4914, 0.0319, -0.3300, -1.1607, -0.1206, 0.9213, -0.1073, -1.1108, 0.4255, 0.5405, 0.4366, 0.2967, 0.4960]}

=====

3.
{"formula": "C8H13N2S", "method": "ωB97M-V/def2-TZVPD", "total_charge": 1, "homo_lumo_gap_ev": 6.59, "mol_weight_g_mol": 169.27, "max_force_ev_per_a": 5.60, "de_lowest_kj_mol": 406.2, "elements": ["C", "C", "C", "C", "C", "C", "C", "C", "N", "N", "S", "H", "H", "H", "H", "H", "H", "H", "H", "H", "H", "H", "H", "H"], "coordinates": [[2.44198, 1.22184, -0.68551], [3.64620, 1.26896, -0.13317], [2.77093, -0.98477, -0.13751], [2.01743, -0.16324, -0.87587], [-2.65410, -0.92722, 0.57349], [-1.25684, -0.54552, -0.09729], [-2.71357, -1.79346, 1.51198], [-1.35852, 0.04366, -1.46288], [-0.88788, 1.56157, 1.07161], [-0.81479, 0.31653, 0.99507], [4.14162, -0.20790, 0.59120], [1.97963, 2.12788, -1.18349], [4.31651, 2.10597, 0.16047], [2.73826, -2.12831, -0.06697], [-3.53717, -0.49428, 0.17103], [-0.64431, -1.38165, -0.09043], [1.14793, -0.40012, -1.32496], [-1.81725, -2.26383, 2.11908], [-3.57711, -2.10353, 1.92279], [-0.42594, 0.60481, -1.70465], [-2.23070, 0.77471, -1.57333], [-1.33611, -0.84326, -2.16587], [-0.76962, 1.98890, 2.04446], [-1.17659, 2.22229, 0.34075]], "atomic_forces_ev_per_a": [[-1.296, 0.451, -2.705], [2.341, 1.252, 2.626], [1.326, -3.187, 0.591], [1.628, 2.507, 2.281], [1.919, 1.140, -2.254], [-2.215, 2.430, 0.854], [4.300, -2.024, 2.959], [0.026, 0.709, -1.220], [-0.261, -0.597, 1.049], [0.152, 0.738, 0.975], [-0.777, -0.355, -0.972], [0.495, -1.292, 0.635], [-0.961, -0.362, -0.653], [-0.214, 1.973, -0.110], [-0.435, 0.541, -0.539], [1.212, -1.494, 0.415], [-2.346, -1.071, -1.679], [-1.494, 1.079, -1.802], [-3.184, -0.882, 1.112], [-0.714, -0.247, 0.146], [0.992, -1.353, -0.179], [-0.665, 1.303, 0.440], [0.180, -0.851, -1.658], [-0.009, -0.411, -0.310]], "mulliken_charge": [-0.3035, -0.2708, -0.4240, -0.7642, -0.4410, 0.5137, -0.7187, -1.4412, -0.1377, 0.0205, -0.0428, 0.2945, 0.3475, 0.3182, 0.3784, 0.4596, 0.8454, 0.2129, 0.3887, 0.4191, 0.3873, 0.3815, 0.3081, 0.2685]}